This record from the OMol25 dataset describes C12H30NO7Sr as an isolated structure in a non-equilibrium geometry. The level of theory is ωB97M-V/def2-TZVPD.

```
51
Properties=species:S:1:pos:R:3
Sr 0.201 0.601 -1.001
C 6.006 -0.189 2.046
C 5.103 0.244 3.177
C 5.973 1.104 3.996
O 3.899 0.932 2.757
H 6.205 0.647 1.375
H 5.500 -0.933 1.431
H 6.939 -0.599 2.432
H 4.674 -0.625 3.676
H 6.960 0.706 4.228
H 5.494 1.189 4.972
H 6.075 2.039 3.446
C -3.713 -1.054 -6.729
N -3.598 -1.924 -5.617
O -3.163 -1.438 -4.578
O -3.583 -3.114 -5.802
H -4.241 -0.139 -6.464
H -4.221 -1.719 -7.427
H -2.734 -0.732 -7.083
C 1.294 -5.048 -1.203
O 0.550 -4.186 -0.285
C -0.535 -4.944 0.378
C -1.073 -4.408 1.743
O -1.232 -3.009 1.544
C -1.621 -2.372 2.769
H 2.309 -4.689 -1.377
H 0.972 -4.955 -2.240
H 1.363 -6.114 -0.987
H -0.220 -5.948 0.661
H -1.274 -5.190 -0.384
H -0.399 -4.615 2.574
H -2.039 -4.846 1.993
H -2.681 -2.611 2.854
H -1.497 -1.290 2.741
H -1.110 -2.794 3.635
C 0.825 5.395 -0.748
O -0.409 4.659 -0.776
C -1.381 5.173 0.202
C -2.806 4.665 -0.107
O -2.901 3.249 -0.317
C -4.230 2.831 -0.100
H 1.124 5.642 0.271
H 0.778 6.354 -1.263
H 1.606 4.790 -1.209
H -1.423 6.259 0.121
H -1.172 4.871 1.228
H -3.193 5.167 -0.994
H -3.451 4.956 0.722
H -4.558 2.800 0.939
H -4.420 1.846 -0.525
H -4.972 3.366 -0.692
```

Frontier orbital gap, eV: 2.81
Highest occupied orbital energy, eV: -8.70
Charge: +1
Electronic energy, a.u.: -1086.6970
Energy relative to the best compared isomer or geometry (same formula, charge and spin), eV: 10.673

=====

This record from the OMol25 dataset describes C10H25GaN3O2S2 as an isolated structure in a non-equilibrium geometry. The level of theory is ωB97M-V/def2-TZVPD.

```
43
Properties=species:S:1:pos:R:3
Ga 0.192 -0.058 -0.045
S 0.123 -0.471 -2.362
S 0.755 -0.728 2.135
C 0.896 -2.146 -2.598
C 1.634 0.552 -2.671
C 2.720 0.381 -1.607
N 2.138 0.652 -0.271
C 3.057 0.249 0.819
C 2.304 0.282 2.148
H 1.256 1.586 -2.685
H 2.008 0.283 -3.667
H 3.526 1.123 -1.759
H 3.168 -0.629 -1.623
H 3.882 0.984 0.828
H 3.481 -0.747 0.604
H 1.956 1.300 2.381
H 2.931 -0.088 2.970
C 1.543 -2.406 1.984
H 1.963 1.661 -0.191
H 2.107 -2.513 1.051
H 0.733 -3.145 2.028
H 2.202 -2.557 2.849
H 0.090 -2.884 -2.507
H 1.686 -2.354 -1.867
H 1.300 -2.190 -3.618
C -0.281 5.342 0.197
C -1.544 4.913 0.331
H 0.127 5.619 -0.782
H 0.357 5.527 1.068
H -2.211 4.822 -0.532
H -1.983 4.720 1.315
C -4.731 0.215 1.093
O -3.550 0.972 0.800
C -2.469 0.330 0.503
O -1.398 1.027 0.282
N -2.485 -1.003 0.435
N -1.276 -1.744 0.073
H -5.085 -0.352 0.220
H -5.443 1.016 1.335
H -4.598 -0.441 1.965
H -3.369 -1.506 0.610
H -1.059 -2.463 0.774
H -1.409 -2.264 -0.801
```

Frontier orbital gap, eV: 6.69
Highest occupied orbital energy, eV: -16.73
Charge: +3
Electronic energy, a.u.: -3430.8979
Energy relative to the best compared isomer or geometry (same formula, charge and spin), eV: 0.162

=====

This record from the OMol25 dataset describes a 13-piece molecular cluster, C6H39NO13 overall in a non-equilibrium geometry. The level of theory is ωB97M-V/def2-TZVPD.

```
59
Properties=species:S:1:pos:R:3
C 0.923 -4.050 -1.576
O 2.245 -4.435 -1.317
C 0.527 -2.717 -1.021
C -1.030 -2.761 -0.690
C -1.195 -3.022 0.832
C -0.988 -1.780 1.721
C -1.946 -0.592 1.440
N 0.902 -1.601 -1.869
H 0.381 -4.848 -1.019
H 0.585 -4.181 -2.608
H 3.012 -3.965 -1.645
H 0.949 -2.508 -0.046
H -1.458 -3.570 -1.305
H -1.707 -1.918 -0.947
H -2.209 -3.479 0.949
H -0.583 -3.864 1.149
H -1.155 -2.192 2.746
H -0.023 -1.290 1.537
H -2.380 -0.226 2.378
H -2.797 -0.940 0.814
H -1.449 0.269 0.973
H 1.435 -1.856 -2.692
H 1.351 -0.784 -1.484
H 1.453 4.069 -0.667
H 1.916 4.962 -1.926
O 1.214 4.716 -1.321
H -0.106 1.272 -3.004
H 1.218 2.209 -3.041
O 0.276 2.149 -3.166
H 1.253 1.118 0.110
H 2.395 0.758 0.849
O 2.210 1.243 -0.001
H -1.283 3.190 -2.565
H -1.225 4.501 -3.224
O -1.868 3.926 -2.803
H 3.668 2.738 -0.715
H 3.962 3.354 -2.091
O 3.693 3.576 -1.192
H 1.756 -1.440 2.274
H 2.444 -2.765 2.458
O 2.470 -1.975 1.914
H -1.911 1.568 -1.276
H -2.996 2.595 -1.180
O -2.613 1.865 -0.673
H 0.496 0.416 3.166
H 1.564 1.380 2.556
O 1.421 0.559 3.011
H -2.353 3.424 0.635
H -2.715 4.619 1.553
O -2.114 3.884 1.449
H -1.125 1.731 2.080
H -0.499 2.939 1.855
O -0.225 1.997 1.838
H -0.935 -0.514 -2.190
H -2.457 -0.424 -2.660
O -1.584 -0.042 -2.746
H -0.729 -1.876 5.136
H 0.427 -2.819 4.722
O -0.493 -2.591 4.514
```

Frontier orbital gap, eV: 9.50
Highest occupied orbital energy, eV: -9.32
Electronic energy, a.u.: -1284.8127
Energy relative to the best compared isomer or geometry (same formula, charge and spin), eV: 4.311

=====

This record from the OMol25 dataset describes a 2-piece molecular cluster, C5H5N7 overall in a non-equilibrium geometry. The level of theory is ωB97M-V/def2-TZVPD.

```
17
Properties=species:S:1:pos:R:3
C -2.551 -0.734 -0.323
C -2.627 -0.063 0.907
C -1.398 -0.362 -0.864
C 1.441 1.311 0.895
C 0.546 0.918 -0.128
N -1.529 0.629 1.072
N 2.581 1.446 0.350
N 1.220 0.642 -1.215
N 2.460 1.059 -0.972
N 1.797 -2.855 0.979
N 1.558 -2.755 -0.103
N -0.775 0.472 -0.007
H -3.121 -1.559 -0.734
H -3.363 -0.093 1.680
H -0.780 -0.497 -1.842
H 1.306 1.510 1.944
H 3.233 0.932 -1.639
```

2S+1: 3
Frontier orbital gap (alpha / beta), eV: 6.36 / 7.13
Highest occupied orbital energy (alpha / beta), eV: -5.24 / -10.00
Electronic energy, a.u.: -576.6448

=====

This record from the OMol25 dataset describes a 2-piece molecular cluster, C3H4BrN4 overall in a non-equilibrium geometry. The level of theory is ωB97M-V/def2-TZVPD.

```
12
Properties=species:S:1:pos:R:3
C -1.274 1.013 -1.068
C 0.759 0.220 1.653
C 1.250 -0.751 0.989
N -0.031 0.677 -1.012
N -1.985 0.198 -1.962
N 0.078 -0.434 -1.769
N -1.093 -0.684 -2.289
Br 2.029 -2.289 1.886
H 0.198 1.049 1.266
H 0.658 0.229 2.777
H 1.105 -1.042 -0.087
H -1.693 1.814 -0.383
```

Frontier orbital gap, eV: 8.21
Highest occupied orbital energy, eV: -5.03
Charge: -1
Electronic energy, a.u.: -2909.7282
Energy relative to the best compared isomer or geometry (same formula, charge and spin), eV: 0.000